{"formula": "C22H49N2P3PdSSe", "method": "wB97M-V/def2-TZVPD", "relative_energy_kj_mol": 0.0, "e_homo_ev": [-17.304, -19.638], "orbital_gap_ev": [6.510, 4.865], "spin_multiplicity": 5, "energy_ev": -134074.9219, "s_squared": 6.038, "charge": 4, "symbols": ["Pd", "P", "P", "P", "H", "C", "C", "H", "C", "C", "C", "C", "C", "C", "C", "C", "C", "H", "H", "H", "H", "H", "H", "H", "H", "H", "H", "H", "H", "H", "H", "H", "H", "H", "H", "H", "H", "H", "H", "H", "H", "H", "H", "H", "H", "H", "C", "C", "C", "C", "C", "C", "Se", "H", "H", "H", "H", "H", "H", "C", "C", "N", "C", "S", "N", "C", "C", "H", "H", "H", "H", "H", "H", "H", "H", "H", "H", "H", "H"], "positions_angstrom": [[-0.02900, 0.06016, -0.07983], [1.34401, -0.40037, -1.96019], [1.42004, 1.86452, 0.64042], [-1.67892, -1.57076, -0.75844], [-1.24960, 2.46155, -0.06942], [-1.63456, 1.45392, 0.07727], [-1.55447, 0.85613, 1.35457], [-1.09297, 1.39072, 2.18148], [0.85686, 0.62152, -3.36988], [3.11368, -0.09406, -1.85145], [1.35100, -2.05065, -2.67625], [0.78841, 2.89818, 1.97704], [3.13717, 1.65046, 1.14496], [1.52095, 3.05450, -0.72575], [-3.23511, -1.54232, 0.15189], [-1.34177, -3.33806, -0.84804], [-2.23128, -1.15091, -2.43292], [-2.42767, 1.16020, -0.60816], [-2.26963, 0.09070, 1.64635], [1.51860, 0.37456, -4.20346], [0.95229, 1.68890, -3.14383], [-0.17938, 0.42349, -3.66617], [3.52579, -0.32542, -2.83895], [3.56862, -0.75911, -1.10851], [3.35354, 0.94420, -1.60468], [2.02011, -2.00312, -3.54180], [0.36149, -2.37020, -3.01676], [1.74418, -2.77861, -1.95845], [1.48995, 3.73166, 2.06767], [0.76140, 2.33779, 2.91689], [-0.21071, 3.28482, 1.75479], [3.63031, 2.61999, 0.99855], [3.66435, 0.88063, 0.57275], [3.16527, 1.39246, 2.20888], [1.99182, 3.95569, -0.32677], [0.51918, 3.29643, -1.10114], [2.13050, 2.66566, -1.54850], [-3.90272, -2.22531, -0.38031], [-3.67521, -0.54041, 0.16804], [-3.09302, -1.89369, 1.17795], [-2.20724, -3.79371, -1.34279], [-1.24239, -3.75225, 0.16139], [-0.43451, -3.56110, -1.41587], [-3.09229, -1.78628, -2.65163], [-1.44835, -1.33835, -3.17511], [-2.52880, -0.09587, -2.48160], [-3.20352, 4.19839, -3.69346], [-3.43254, 4.17471, -2.30329], [-4.50401, 4.89418, -1.74816], [-5.35335, 5.64102, -2.57075], [-5.13421, 5.67133, -3.95472], [-4.06700, 4.95533, -4.51244], [-1.78591, 3.25830, -4.53540], [-1.25325, 2.67993, -3.22168], [-2.77454, 3.59609, -1.65627], [-4.66676, 4.86445, -0.66832], [-6.18649, 6.20016, -2.13600], [-5.79089, 6.25080, -4.60554], [-3.90049, 4.98224, -5.59168], [0.62365, -5.15417, 4.59288], [1.36686, -4.77363, 3.35170], [0.83087, -3.52009, 2.83014], [1.54662, -2.38529, 2.58468], [0.86924, -1.34350, 1.45432], [2.73139, -1.97042, 3.12190], [3.28259, -2.39087, 4.40581], [4.64783, -2.96498, 4.19620], [0.73010, -4.39779, 5.36746], [1.03414, -6.09581, 4.97633], [-0.43730, -5.30605, 4.39668], [2.43274, -4.66337, 3.49212], [1.22415, -5.54487, 2.56292], [-0.10028, -3.55938, 2.45757], [3.17506, -1.18333, 2.68607], [3.33775, -1.48581, 5.05014], [2.58618, -3.06905, 4.87763], [5.33153, -2.23326, 3.76692], [5.05309, -3.27704, 5.16624], [4.61685, -3.83650, 3.54579]], "forces_ev_per_a": [[1.92, -1.55, 0.22], [0.02, 0.22, -1.47], [0.58, 1.13, 0.35], [-0.71, -0.68, -0.76], [0.00, -0.19, 0.08], [-1.34, 0.59, 1.42], [-1.53, 1.92, -0.89], [0.16, -0.32, -0.27], [-0.30, 0.34, -0.15], [0.36, 0.17, 0.48], [-0.19, -0.46, 0.11], [-0.16, 0.02, 0.15], [0.39, -0.22, 0.04], [-0.08, -0.14, -0.28], [-0.14, 0.12, 0.21], [0.15, -0.28, -0.03], [0.06, 0.08, -0.11], [0.14, 0.00, 0.13], [0.46, -0.09, -0.15], [-0.04, 0.07, -0.07], [0.07, -0.22, -0.04], [0.23, -0.05, 0.05], [0.04, 0.03, 0.11], [0.01, 0.11, -0.18], [0.00, -0.25, -0.10], [-0.07, -0.12, 0.07], [0.28, 0.05, 0.04], [-0.03, 0.06, -0.18], [-0.14, 0.05, 0.17], [0.04, 0.17, -0.07], [0.22, 0.08, 0.10], [0.11, -0.24, 0.14], [-0.07, 0.24, 0.15], [0.04, 0.09, -0.12], [-0.03, 0.06, -0.15], [0.26, 0.04, 0.05], [-0.12, 0.20, 0.18], [-0.12, 0.07, 0.18], [-0.07, -0.25, -0.02], [-0.12, -0.02, -0.12], [0.19, -0.16, 0.10], [-0.06, 0.01, -0.19], [-0.24, -0.04, 0.14], [-0.01, 0.11, -0.20], [-0.27, 0.02, 0.12], [0.00, -0.25, -0.06], [0.61, -0.42, -0.33], [-0.87, 0.48, 1.19], [1.45, -1.10, 0.04], [-0.27, 0.24, -0.28], [0.73, -0.44, -0.75], [-1.02, 0.82, -0.46], [-0.73, 0.38, 1.51], [-0.43, 0.47, -0.97], [-0.18, 0.17, -0.10], [0.04, 0.03, -0.39], [0.29, -0.19, -0.15], [0.22, -0.18, 0.19], [-0.12, 0.06, 0.29], [0.13, -0.60, 0.67], [-0.14, -0.85, -0.48], [2.09, 2.19, -0.44], [1.78, -1.81, 1.64], [-1.25, 0.88, -0.61], [-2.78, -1.34, -0.45], [0.21, 0.76, 0.67], [0.60, -0.50, 0.49], [-0.02, 0.03, 0.11], [-0.18, 0.17, -0.01], [-0.01, -0.02, 0.00], [0.18, 0.01, 0.08], [0.10, 0.49, 0.38], [-0.28, 0.17, -0.11], [0.06, 0.21, -0.28], [-0.10, -0.49, -0.38], [-0.09, -0.16, 0.08], [0.02, 0.02, 0.01], [0.03, 0.07, -0.25], [0.06, -0.09, -0.05]], "lowdin_charge": [0.18, 0.75, 0.75, 0.74, 0.04, -0.23, -0.12, 0.05, -0.24, -0.23, -0.23, -0.23, -0.23, -0.22, -0.23, -0.22, -0.23, 0.04, 0.06, 0.08, 0.03, 0.03, 0.08, 0.07, 0.04, 0.08, 0.04, 0.07, 0.08, 0.07, 0.06, 0.08, 0.03, 0.06, 0.08, 0.04, 0.04, 0.08, 0.06, 0.07, 0.08, 0.05, 0.04, 0.08, 0.03, 0.05, -0.54, -0.09, -0.01, 0.04, 0.01, -0.06, 1.14, -0.11, 0.07, 0.13, 0.15, 0.14, 0.13, -0.05, -0.21, 0.05, -0.62, 0.90, 0.05, -0.21, -0.05, 0.08, 0.11, 0.09, 0.11, 0.15, 0.12, 0.12, 0.15, 0.11, 0.09, 0.11, 0.08]}